1.
Computed, not measured: 2 unconnected molecules or ions with the total composition C5H11N4, with ωB97M-V/def2-TZVPD.

The calculation puts the electronic energy at -415.8408 a.u. The energy above the lowest of the compared OMol25 structures with the same formula, charge and spin is 51.7 kcal/mol. The calculation puts the largest force on an atom at 4.14 eV Å⁻¹. Its frontier orbital gap is 9.22 eV. The calculation puts the HOMO energy at -13.877 eV. Its spin multiplicity is 1. The net charge is +1.

Each line ends with the natural charge from an NBO analysis.
Element x y z (Å)
C (-2.6320, 1.3939, 0.3985)  -0.2292
C (-3.6460, 0.4723, 0.0192)  0.0420
C (-1.4813, 0.6745, 0.3404)  -0.0165
C (3.3952, 0.1616, 0.5858)  -0.4193
C (-1.0288, -1.5528, -0.4311)  0.4350
N (-3.2042, -0.7179, -0.1499)  -0.2159
N (-1.8025, -0.6175, 0.0175)  -0.2303
N (0.3197, -1.4177, -0.5089)  -0.7292
N (2.3660, 0.4853, -0.4214)  -0.8744
H (-2.8760, 2.3541, 0.4604)  0.2430
H (-4.7371, 0.6507, -0.0661)  0.2513
H (-0.5640, 0.9765, 0.6144)  0.2257
H (3.9019, -0.8121, 0.5013)  0.2060
H (4.2159, 0.8284, 0.5161)  0.2016
H (2.8392, 0.1843, 1.5280)  0.2013
H (-1.5491, -2.4883, -0.6757)  0.2579
H (0.9517, -2.2101, -0.7312)  0.4432
H (0.7797, -0.4790, -0.5502)  0.4571
H (2.6983, 0.6144, -1.3591)  0.3797
H (2.0534, 1.4994, -0.0879)  0.3709

Cartesian forces, eV/Å:
C 1.023 -3.798 -1.294
C -1.448 -0.277 0.384
C -3.060 1.086 0.157
C -0.374 -1.067 -0.074
C 3.484 -2.010 -0.337
N 0.638 -1.468 -0.681
N -1.942 1.557 0.079
N -2.534 -0.612 -0.408
N -1.527 2.822 1.371
H -0.107 3.997 0.859
H 0.965 -0.114 0.047
H 3.215 0.762 0.612
H -0.809 -0.061 -0.343
H 0.623 1.073 0.484
H 0.721 0.111 0.114
H 0.445 0.276 0.093
H -1.105 0.701 0.095
H 0.514 -0.396 0.525
H 0.570 0.077 -0.345
H 0.707 -2.660 -1.338

2.
Computed, not measured: 18 unconnected molecules or ions with the total composition ClH34O21, with ωB97M-V/def2-TZVPD.

The calculation puts the electronic energy at -2060.4115 a.u. The energy above the lowest of the compared OMol25 structures with the same formula, charge and spin is 38.4 kcal/mol. The calculation puts the largest force on an atom at 4.17 eV Å⁻¹. Its frontier orbital gap is 9.31 eV. The calculation puts the HOMO energy at -7.090 eV. Its spin multiplicity is 1. The net charge is -1.

Each line ends with the natural charge from an NBO analysis.
Element x y z (Å)
Cl (-0.0555, 0.1845, 0.0383)  2.3965
O (0.3655, 0.7925, -1.2937)  -0.8348
O (-0.6955, -1.1485, -0.1827)  -0.8190
O (1.1415, 0.0205, 0.9453)  -0.8454
O (-0.9755, 1.1685, 0.7643)  -0.8258
O (-1.4985, -1.7895, 2.2143)  -0.9857
H (-1.5965, -1.1345, 1.5243)  0.4778
H (-0.5535, -1.9115, 2.2873)  0.4915
O (-2.7565, -2.7205, -1.2707)  -0.9659
H (-2.8095, -3.1605, -0.4167)  0.4936
H (-2.4995, -3.3625, -1.8877)  0.4828
O (-0.0975, 0.5125, 3.6913)  -0.9613
H (-0.2335, 1.4155, 3.4903)  0.4918
H (-0.9305, 0.1985, 4.0203)  0.4841
O (1.3635, -2.6425, 1.8933)  -0.9210
H (2.2545, -2.4115, 2.0393)  0.4521
H (1.2735, -2.1665, 1.0873)  0.4726
O (-0.0085, 3.2175, -2.3437)  -0.9882
H (0.1035, 2.3115, -2.0067)  0.5038
H (0.4125, 3.4185, -3.2217)  0.4736
O (0.9015, -3.6115, -0.9977)  -0.9483
H (1.7285, -3.1805, -0.7887)  0.4532
H (0.4655, -2.9385, -1.4717)  0.4780
O (-3.5055, -0.3125, 0.6093)  -0.9364
H (-3.8675, -0.7465, -0.1507)  0.4727
H (-4.1495, -0.5865, 1.2183)  0.4701
O (3.2785, 0.6525, -0.7787)  -0.9692
H (2.6635, 1.3005, -0.4737)  0.4877
H (2.8245, -0.1935, -0.7957)  0.4677
O (-2.9855, 2.0745, 2.2503)  -0.9278
H (-2.6485, 1.3665, 1.7753)  0.4834
H (-3.8235, 1.7265, 2.4893)  0.4437
O (1.9515, -1.2965, -2.5167)  -0.9626
H (2.0265, -2.1035, -3.0477)  0.4898
H (1.8555, -0.5175, -3.0697)  0.5061
O (2.1415, 3.1595, -0.3187)  -0.9572
H (1.8365, 3.3825, -1.2167)  0.5033
H (2.9785, 3.5285, -0.2157)  0.4778
O (-0.5535, -2.0035, -2.7717)  -1.0173
H (-1.1155, -1.7395, -2.0217)  0.4961
H (0.2145, -1.4135, -2.5757)  0.4910
O (0.4445, 3.1895, 1.7723)  -0.9975
H (1.1665, 3.1365, 1.1463)  0.4834
H (-0.1235, 2.5125, 1.3813)  0.4725
O (-2.5955, 0.4845, -2.0397)  -0.9394
H (-2.9955, -0.2545, -2.5257)  0.4656
H (-2.5255, 0.0495, -1.1587)  0.4916
O (3.2235, 1.3145, 1.8063)  -0.9825
H (3.6185, 1.1365, 2.6883)  0.4724
H (2.2915, 1.0485, 1.7403)  0.4950
O (2.2535, -0.7515, 4.0813)  -0.9521
H (2.6355, -0.9115, 3.2103)  0.4414
H (1.6335, -0.0815, 3.7743)  0.4955
O (-0.8965, 0.8825, -4.2207)  -0.9788
H (-1.1705, 0.2045, -4.7907)  0.4536
H (-1.3795, 0.7025, -3.3667)  0.5043

Cartesian forces, eV/Å:
Cl 0.725 2.079 0.818
O -0.941 -1.965 2.993
O 1.192 2.818 0.139
O -2.573 -0.394 -2.437
O 1.447 -3.023 -2.485
O -0.882 -0.269 0.727
H -0.257 -0.026 -0.035
H 0.595 -0.188 0.194
O -1.151 1.462 1.317
H 0.265 0.043 0.118
H 0.677 -1.481 -1.354
O 0.631 -0.886 0.328
H -0.162 1.747 -0.568
H -0.544 -0.453 0.082
O -0.821 -0.929 0.281
H 1.771 0.033 1.108
H -1.050 0.536 -1.376
O 0.648 1.471 -0.829
H 0.114 0.130 -0.764
H -0.740 -1.211 1.420
O 1.105 -1.471 0.879
H 0.440 -0.161 0.322
H -1.433 1.131 -1.226
O 0.742 0.450 -0.689
H 0.002 -0.393 -1.225
H -1.134 -0.408 2.056
O 1.329 -0.963 -1.190
H -0.636 0.645 0.412
H -0.077 0.215 -0.027
O -0.362 2.194 1.454
H 1.577 -1.957 -1.815
H -1.365 -0.048 0.565
O 0.431 -0.483 0.375
H -0.005 0.520 -0.166
H 0.234 0.099 -0.293
O -1.912 -0.717 -0.956
H -0.322 -0.027 0.412
H 2.334 0.856 0.369
O -0.030 0.749 0.401
H -0.193 -0.329 -0.343
H -0.482 -0.482 -0.566
O -0.348 -0.149 0.594
H 0.617 0.449 -0.184
H -0.376 0.279 0.319
O -0.548 -1.228 0.623
H 0.027 0.289 -0.227
H 0.403 0.931 -0.546
O 1.101 0.240 0.993
H -1.080 0.141 -0.803
H 0.455 0.118 0.579
O 0.795 0.130 -0.622
H 0.444 -0.422 0.247
H -1.002 0.212 0.727
O 0.149 1.239 1.873
H -0.501 -1.535 -1.185
H 0.673 0.398 -0.817

3.
Computed, not measured: a molecular structure, C8H12NO, with ωB97M-V/def2-TZVPD.

The calculation puts the electronic energy at -441.6180 a.u. The energy above the lowest of the compared OMol25 structures with the same formula, charge and spin is 80.9 kcal/mol. The calculation puts the largest force on an atom at 5.07 eV Å⁻¹. Its frontier orbital gap is 8.19 eV. The calculation puts the HOMO energy at -11.887 eV. Its spin multiplicity is 1. The net charge is +1.

Each line ends with the natural charge from an NBO analysis.
Element x y z (Å)
C (-1.6177, -0.7795, -2.6194)  -0.2884
C (-1.6602, -0.2170, -1.2804)  -0.2869
C (-0.4229, -1.3965, -2.7012)  0.1008
C (-0.4709, -0.5522, -0.6560)  0.1967
C (0.6023, 2.2807, -0.5430)  -0.4162
C (1.1761, 1.2741, -0.0088)  -0.1651
C (-0.8769, 0.2334, 1.7514)  -0.6370
C (0.0309, -0.2496, 0.6409)  0.1274
N (1.0461, -1.2453, 1.1003)  -0.7382
O (0.2219, -1.3908, -1.4757)  -0.4520
H (-2.1717, -0.5961, -3.5660)  0.2613
H (-2.3588, 0.6144, -1.1333)  0.2456
H (-0.0136, -1.9657, -3.5121)  0.2250
H (1.0624, 3.2572, -1.1150)  0.2686
H (-0.4901, 2.2937, -0.6817)  0.2240
H (2.1920, 0.9621, 0.2882)  0.2053
H (-0.9577, -0.4547, 2.5031)  0.2194
H (-1.8141, 0.5668, 1.5222)  0.2615
H (-0.2060, 1.0259, 2.1246)  0.2421
H (1.5712, -0.9744, 2.0384)  0.4680
H (1.6969, -1.7149, 0.3171)  0.4955
H (0.4887, -2.0690, 1.4250)  0.4427

Cartesian forces, eV/Å:
C 1.208 0.575 -0.552
C 0.131 1.062 -0.969
C -0.601 -0.676 0.604
C -3.340 -1.649 -1.758
C -0.681 3.905 -2.848
C 0.247 -4.146 2.910
C 4.409 1.195 -0.706
C 2.558 3.603 -1.735
N 1.206 -2.218 1.227
O 0.648 0.375 -0.392
H -0.098 -0.092 1.385
H 0.214 -0.701 0.907
H 0.491 -0.151 0.149
H -0.626 -2.699 1.874
H 0.374 -0.186 0.177
H -0.429 0.733 -0.601
H -0.343 -2.115 1.970
H -2.205 0.976 -1.155
H -1.124 0.194 0.580
H -0.880 -0.249 -2.711
H -1.515 1.888 1.904
H 0.354 0.375 -0.261